Formula: C29H20ClF5PRuS
Source: OMol25
Level of theory: wB97M-V/def2-TZVPD

Computed properties:
ΔE to the lowest compared entry with this formula, charge and spin, eV: 0.000
2S+1: 6

Positions of all 58 atoms, in Å:
C: -0.82 -1.53 3.30
C: -0.72 -2.07 1.99
C: 0.68 -2.27 1.70
H: -1.53 -2.26 1.31
C: 1.42 -1.90 2.86
C: 0.51 -1.38 3.82
H: 0.78 -0.97 4.78
H: -1.72 -1.22 3.80
H: 1.09 -2.64 0.78
H: 2.49 -1.85 2.92
Ru: 0.28 -0.18 2.05
Cl: 2.12 1.08 1.61
P: 0.39 0.17 -1.77
C: 1.50 -0.90 -2.78
C: 1.08 -1.61 -3.90
H: 0.04 -1.56 -4.22
C: 1.98 -2.39 -4.62
H: 1.64 -2.94 -5.49
C: 3.31 -2.45 -4.23
H: 4.01 -3.06 -4.80
C: 3.73 -1.74 -3.12
H: 4.77 -1.80 -2.81
C: 2.83 -0.98 -2.39
H: 3.17 -0.44 -1.51
C: -1.26 -0.27 -2.45
C: -1.90 -1.39 -1.91
H: -1.41 -1.95 -1.12
C: -3.14 -1.79 -2.38
H: -3.61 -2.67 -1.96
C: -3.77 -1.07 -3.38
H: -4.74 -1.37 -3.74
C: -3.16 0.06 -3.91
H: -3.65 0.63 -4.68
C: -1.91 0.46 -3.45
H: -1.43 1.33 -3.87
C: 0.68 1.82 -2.52
C: 1.38 2.03 -3.71
H: 1.79 1.18 -4.24
C: 1.55 3.31 -4.21
H: 2.09 3.46 -5.13
C: 1.01 4.40 -3.54
H: 1.14 5.40 -3.93
C: 0.31 4.20 -2.36
H: -0.11 5.05 -1.82
C: 0.15 2.93 -1.84
H: -0.38 2.78 -0.91
F: -1.54 -0.17 9.09
C: -1.31 0.24 7.82
C: -0.03 0.68 7.46
F: 0.97 0.70 8.37
C: 0.21 1.11 6.15
F: 1.45 1.55 5.82
C: -0.82 1.09 5.19
S: -0.42 1.73 3.56
C: -2.11 0.67 5.56
F: -3.12 0.69 4.66
C: -2.34 0.23 6.87
F: -3.58 -0.18 7.24